Entry 1:
Below is a 2-piece molecular cluster, C2H9N overall, with properties calculated with wB97M-V/def2-TZVPD.

Cartesian coordinates (Å):
C  1.139  0.654  -0.145
N  0.941  1.036  1.281
H  0.525  -0.223  -0.337
H  2.174  0.348  -0.271
H  0.877  1.465  -0.826
H  -0.048  1.163  1.385
H  1.393  1.910  1.437
C  -1.846  -1.562  -0.965
H  -2.274  -1.158  -0.051
H  -2.682  -1.955  -1.532
H  -1.271  -2.432  -0.643
H  -1.216  -0.876  -1.500

Results of the Löwdin charge analysis, in e, for atoms 1 through 8:
1. C -0.1783
2. N -0.0656
3. H 0.0358
4. H 0.0638
5. H 0.0655
6. H 0.0403
7. H 0.0368
8. C -0.0509

***

Entry 2:
Below is one molecule with the formula C6H9N, with properties calculated with wB97M-V/def2-TZVPD.

Cartesian coordinates (Å):
C  -2.075  -0.387  0.425
C  -0.907  -0.590  -0.443
N  -1.514  0.798  -0.202
C  -0.301  1.120  0.627
C  0.423  -0.078  0.050
C  1.744  -0.707  0.332
C  1.561  0.147  -0.901
H  -2.053  -0.472  1.510
H  -3.021  -0.664  -0.037
H  -0.982  -1.166  -1.370
H  -0.512  1.064  1.702
H  0.126  2.094  0.382
H  1.843  -1.779  0.178
H  2.335  -0.319  1.157
H  1.994  1.148  -0.908
H  1.545  -0.343  -1.874

Results of the Löwdin charge analysis, in e, for atoms 1 through 8:
1. C -0.1407
2. C -0.1634
3. N -0.0048
4. C -0.1119
5. C -0.4042
6. C -0.0728
7. C -0.0877
8. H 0.1081

***

Entry 3:
Below is a 4-piece molecular cluster, C2H13NO4 overall, with properties calculated with wB97M-V/def2-TZVPD.

Cartesian coordinates (Å):
N  0.749  2.372  -2.625
C  0.506  1.378  -1.503
C  -0.835  0.558  -1.371
O  -2.172  1.140  -1.175
H  1.714  2.597  -2.623
H  0.130  3.167  -2.538
H  0.577  1.767  -0.445
H  1.318  0.516  -1.720
H  -0.556  -0.347  -0.717
H  -0.950  0.109  -2.345
H  -2.084  1.988  -1.551
O  1.079  -0.181  3.392
H  1.102  0.548  2.779
H  0.115  -0.154  3.536
O  -1.314  -1.559  1.344
H  -1.695  -1.736  0.460
H  -0.490  -2.136  1.431
O  1.569  -2.904  1.110
H  1.788  -3.648  0.477
H  2.468  -2.858  1.500

Results of the Löwdin charge analysis, in e, for atoms 1 through 8:
1. N -0.0128
2. C -0.2529
3. C -0.2480
4. O -0.0632
5. H 0.0367
6. H 0.0516
7. H 0.1015
8. H 0.1488

***

| no. | highest occupied orbital energy (eV) |
| --- | --- |
| 1 | -9.413 |
| 2 | -8.903 |
| 3 | -9.487 |